No. 1
A 13-piece molecular cluster, C42H105N13O17 overall in a non-equilibrium geometry. Source: the OMol25 dataset; level of theory: ωB97M-V/def2-TZVPD.

```
177
Properties=species:S:1:pos:R:3:forces:R:3
O 1.294199 -3.667514 5.641407 -0.1 -1.9 2.1
C 2.087099 -3.019734 4.999917 0.7 -1.6 -1.4
N 1.649389 -1.949124 4.431217 -0.7 3.5 -1.8
C 3.495839 -3.412794 4.593667 -0.3 0.2 1.3
H 0.722039 -1.609354 4.642587 0.0 0.0 0.0
H 2.122159 -1.510954 3.653657 0.3 0.2 0.1
H 3.793489 -4.242524 5.234807 0.2 0.0 -0.3
H 4.078459 -2.524544 4.837937 0.5 -0.2 -0.3
H 3.568419 -3.644954 3.531157 -0.1 0.0 0.1
O -5.352571 5.240576 1.604797 -2.2 0.5 -1.0
C -4.704891 4.676846 2.446127 2.1 0.7 -1.4
N -4.973681 4.736666 3.752227 -0.4 -0.6 1.0
C -3.368801 4.145476 1.950137 0.7 -1.7 1.1
H -5.946731 4.787716 4.018047 0.2 0.3 -0.1
H -4.328601 4.292016 4.389607 0.0 -0.3 0.1
H -3.164051 3.121046 2.261147 -0.4 -0.2 0.6
H -2.535661 4.652786 2.436557 0.0 0.5 -0.4
H -3.264981 4.011156 0.873437 -0.3 1.1 0.0
O -1.487031 -1.666744 -4.843083 1.7 0.5 0.3
C -0.486441 -1.013094 -4.458903 -2.5 -1.2 0.3
N -0.503161 0.316626 -4.545493 -0.5 0.7 -0.4
C 0.685299 -1.616694 -3.774403 1.1 0.9 0.6
H 0.206679 0.946116 -4.199133 0.2 -0.4 -0.4
H -1.331411 0.672176 -5.001213 0.2 0.2 0.2
H 1.201629 -2.311334 -4.436953 -0.1 -0.2 0.4
H 0.508219 -1.960354 -2.755273 -0.8 -0.9 -0.4
H 1.345029 -0.800194 -3.480823 0.6 0.1 -0.7
O -2.868911 3.312076 4.867517 -1.2 -0.5 0.5
C -1.717001 3.510046 5.186637 1.4 -1.4 -1.1
N -1.311161 4.728506 5.508147 0.1 1.8 1.1
C -0.685741 2.399756 5.093267 -0.5 -0.4 -0.9
H -2.044051 5.292066 5.914797 0.1 0.4 -0.4
H -0.362011 5.052046 5.628687 0.0 -0.6 0.1
H -0.608601 1.833296 6.021317 0.3 0.3 0.1
H 0.267329 2.685536 4.648187 0.3 0.4 0.7
H -1.065031 1.685176 4.362777 -0.4 -0.1 0.1
O 2.402379 5.527996 0.326457 0.7 2.9 -0.3
C 1.637329 4.702406 0.756677 -2.8 4.0 -0.4
N 2.040589 3.516196 0.808847 0.8 -5.6 1.2
C 0.125369 4.937976 1.097357 0.8 0.7 -0.4
H 1.348059 2.795476 0.953977 0.4 -0.1 -0.1
H 3.038839 3.364156 0.786877 0.0 -0.3 -0.2
H -0.450421 4.391296 0.350557 -0.2 -0.3 0.3
H -0.155581 5.987236 1.006617 0.4 0.1 -0.3
H -0.150691 4.686886 2.121487 0.2 -0.6 -0.1
O -4.143211 -4.437924 -1.711743 0.0 0.6 1.7
C -4.133601 -4.788824 -2.866933 1.4 0.1 1.9
N -5.260961 -5.037194 -3.514503 -0.1 -0.7 -2.6
C -2.816061 -4.969154 -3.576653 0.0 0.4 -1.6
H -6.153261 -5.290594 -3.114903 0.4 0.3 0.2
H -5.002411 -5.344524 -4.441223 -1.2 -0.2 -0.2
H -2.716871 -4.201704 -4.344303 -0.1 0.4 -0.1
H -2.786301 -5.871324 -4.187633 0.1 -0.4 0.4
H -1.905151 -4.840904 -2.991943 -0.5 -0.3 0.5
O -1.993061 -1.628974 3.965747 1.0 0.0 1.1
C -2.218161 -2.641344 4.637427 -0.8 -0.4 -2.7
N -1.335731 -3.518004 5.109367 -0.1 0.0 0.2
C -3.637671 -3.117374 4.666037 -0.4 0.3 0.7
H -0.338501 -3.375694 5.036007 0.3 -0.2 0.4
H -1.674311 -4.424684 5.398167 0.3 0.3 0.1
H -4.067681 -2.609194 5.529137 -0.5 -0.2 0.0
H -3.727401 -4.197134 4.785087 -0.1 0.1 0.0
H -4.133251 -2.776474 3.757037 0.0 -0.1 0.2
O -7.669341 -1.174984 -1.087063 -1.1 1.0 0.3
C -6.709061 -1.662294 -0.519683 -2.4 -0.8 -1.1
N -5.584571 -1.745504 -1.206363 2.2 -0.1 -0.3
C -6.827541 -2.360664 0.777987 2.0 -0.1 1.6
H -5.645901 -1.372924 -2.143123 0.1 -0.2 0.1
H -4.894481 -2.457254 -1.013283 -0.1 0.1 -0.1
H -7.464761 -3.241244 0.859407 -0.3 0.5 -0.4
H -6.960071 -1.665714 1.607197 -0.8 0.1 -0.2
H -5.816541 -2.695024 1.010747 0.2 -0.5 0.1
O 2.147699 1.502236 -4.239473 0.1 -0.7 -1.4
C 2.062889 2.107876 -3.194083 -0.3 -1.1 -0.4
N 1.161869 3.096296 -3.082253 -1.1 1.6 1.1
C 2.858439 1.652416 -2.021203 -0.4 2.4 0.9
H 0.361799 3.213176 -3.687503 0.6 -0.3 -0.6
H 1.112699 3.759956 -2.322493 0.4 -0.4 0.4
H 2.429409 0.789106 -1.512543 0.4 -0.3 -0.6
H 2.661519 2.457966 -1.313803 0.6 0.0 0.6
H 3.917299 1.688476 -2.277363 -0.2 -0.7 0.2
C 0.569929 -10.727064 0.770277 0.8 0.6 0.4
O 1.240089 -10.061214 -0.275763 0.2 2.4 0.3
C 1.580839 -8.631944 0.130677 0.2 -2.1 -1.6
C 2.435849 -8.048594 -1.052573 -0.5 0.5 1.3
N 3.501689 -7.103584 -0.645063 -1.0 0.3 0.8
C 3.212109 -6.177344 0.479387 0.3 -0.5 0.4
C 3.770159 -4.840364 0.075687 0.6 2.0 0.1
O 3.631409 -4.641874 -1.320493 0.0 -0.2 -1.2
C 4.019399 -3.409894 -1.897363 0.7 0.9 1.9
H 1.332069 -11.078104 1.465987 0.0 -0.6 0.2
H -0.031411 -11.547694 0.379057 0.0 0.2 0.0
H 0.004179 -10.011664 1.367127 -0.7 -0.1 -0.1
H 2.041329 -8.644844 1.118547 0.6 -0.2 -0.1
H 0.656129 -8.075524 0.283617 -0.2 -0.1 -0.3
H 1.742419 -7.500974 -1.690823 -0.3 -0.1 -0.2
H 2.894039 -8.825954 -1.664023 -0.2 -0.2 0.4
H 3.491049 -6.397644 -1.367303 0.5 -0.6 -0.8
H 3.698929 -6.501984 1.399007 0.4 -0.1 0.0
H 2.209819 -5.984394 0.861867 -0.8 -0.5 -0.9
H 4.801539 -4.702394 0.400207 0.4 -0.2 -0.3
H 3.247029 -4.009624 0.549287 -0.3 0.0 0.4
H 4.955739 -3.029844 -1.488773 0.9 -0.7 -0.1
H 3.443699 -2.585434 -1.476733 -1.2 0.0 -0.6
H 4.110599 -3.394284 -2.983423 -0.5 -0.5 0.2
C 3.371839 -0.382584 0.908727 0.5 0.2 0.4
O 2.384239 -0.947074 1.747337 -1.0 -0.6 -0.2
C 0.992529 -0.707924 1.405967 0.2 0.9 0.9
C 0.695579 0.795366 1.563117 1.1 0.1 0.3
N 0.067599 1.463856 0.454057 -1.4 -1.4 -0.5
C -1.378311 1.320056 0.574257 -1.8 1.5 -0.7
C -2.045741 -0.034434 0.425587 -0.3 -1.3 0.3
O -1.888711 -0.497854 -0.913643 1.1 -1.6 -0.6
C -1.957101 -1.964164 -1.087853 0.3 1.5 -0.5
H 3.463269 0.702276 0.961757 -0.6 0.3 0.0
H 3.318069 -0.692994 -0.134753 -0.3 -0.2 -0.1
H 4.340979 -0.685464 1.305127 0.0 -0.5 0.0
H 0.328979 -1.218634 2.103807 0.6 -0.5 0.3
H 0.708749 -1.103734 0.430827 0.4 0.2 -0.4
H 1.660109 1.257606 1.773177 0.2 -0.1 -0.1
H 0.136979 1.128506 2.437797 -0.2 -0.8 0.3
H 0.082349 0.855366 -0.351933 1.6 0.0 -0.8
H -1.750671 1.810196 -0.325313 -0.3 0.7 0.1
H -1.720081 1.873026 1.449187 -0.2 -0.2 0.0
H -3.127441 -0.083814 0.550467 -0.2 1.0 0.6
H -1.699581 -0.738434 1.182327 0.5 -0.4 -0.1
H -2.971081 -2.338464 -0.946923 0.3 -0.1 0.6
H -1.162841 -2.472084 -0.540803 -0.4 0.0 0.8
H -1.700461 -2.208124 -2.118733 -0.2 0.6 -0.3
C 5.002299 3.163346 2.638237 -1.2 1.8 0.8
O 4.966159 2.672516 1.345467 2.1 -2.0 -1.1
C 6.214299 1.982016 1.012797 -1.7 -1.0 -1.0
C 6.002529 1.448756 -0.399343 -0.6 1.8 0.7
N 7.100109 0.778376 -0.981003 0.6 -0.3 -0.6
C 7.205229 1.044916 -2.415343 1.8 -1.2 1.3
C 8.684079 0.759596 -2.862403 -2.7 -0.5 -1.0
O 9.683339 1.375456 -2.110123 0.1 -0.2 -0.3
C 9.635539 2.796576 -2.140883 0.3 -0.2 0.3
H 3.965379 3.220656 2.969317 -0.1 -0.3 0.4
H 5.261419 4.218256 2.548127 0.7 0.2 0.5
H 5.598419 2.638486 3.384747 0.1 -0.2 -0.3
H 6.285159 1.035316 1.548367 0.4 0.4 1.2
H 7.101259 2.614976 1.040387 -0.1 0.1 0.4
H 5.788709 2.371556 -0.938633 -0.3 0.1 -0.6
H 5.082339 0.864886 -0.378063 0.0 -0.2 -0.2
H 7.993449 0.797636 -0.510173 -0.1 0.4 0.2
H 6.951919 2.066926 -2.697173 -0.4 0.1 0.1
H 6.545319 0.286196 -2.836013 0.0 0.4 -1.0
H 8.618779 0.995316 -3.924603 0.8 0.9 -0.4
H 8.748289 -0.324274 -2.958393 0.9 -0.1 1.0
H 8.888109 3.164576 -1.438013 -0.4 0.1 -0.2
H 9.494089 3.176086 -3.152843 -0.3 0.0 -0.1
H 10.589319 3.179736 -1.778143 0.1 -0.2 0.0
C -5.689861 9.058956 -2.787533 0.0 -2.4 0.3
O -5.632901 7.659296 -2.316783 -0.1 0.4 -0.4
C -4.378771 7.284436 -1.713313 0.0 0.2 -1.7
C -4.184931 5.768956 -1.424073 -1.2 1.3 1.3
N -4.391081 4.889766 -2.563363 -0.8 -1.1 0.5
C -4.137461 3.479836 -2.185223 1.6 -0.3 0.4
C -4.797071 2.480156 -3.096593 -0.3 1.2 -2.1
O -6.234571 2.650016 -3.184353 0.7 -0.1 1.2
C -6.866531 1.473816 -3.646263 0.6 0.2 0.0
H -4.752521 9.375966 -3.244703 0.3 0.1 0.4
H -6.017921 9.674436 -1.949883 0.1 0.3 -0.2
H -6.400711 9.024046 -3.613103 -0.3 0.2 0.3
H -4.259411 7.986076 -0.887743 0.5 -0.6 0.6
H -3.642081 7.485696 -2.491063 0.5 0.4 0.0
H -4.834551 5.525276 -0.583413 -0.3 -0.3 0.0
H -3.197211 5.663466 -0.975293 0.4 0.0 -0.4
H -5.388281 4.842416 -2.716503 -0.4 0.8 -0.3
H -4.201911 3.137986 -1.152223 -1.1 0.7 0.6
H -3.055701 3.395286 -2.288863 0.4 -0.5 -0.5
H -4.451131 1.446766 -3.073703 -0.3 -0.2 1.1
H -4.412661 2.778966 -4.071813 0.0 0.1 -0.6
H -6.577161 1.371196 -4.692123 -0.3 -0.5 -0.3
H -7.949601 1.516186 -3.531083 0.1 0.3 0.0
H -6.507691 0.626526 -3.061943 -0.1 -0.3 -0.1
```
Positions in Å, forces in eV/Å.

Total charge ... -1
E_HOMO (spin up / spin down) ... 0.2 / -7.0 eV
Spin multiplicity ... 2
Molecular weight ... 1064.38 g mol⁻¹
Calculated total energy ... -99429.344 eV


No. 2
C7H12IrN3 as an isolated structure in a non-equilibrium geometry. Source: the OMol25 dataset; level of theory: ωB97M-V/def2-TZVPD.

```
23
Properties=species:S:1:pos:R:3:forces:R:3
C 1.344603 -1.567080 -0.706398 1.5 -1.5 0.0
Ir -0.094512 0.142111 0.092893 2.2 0.1 -0.3
N -1.616009 1.451103 0.384106 -2.7 2.7 -0.4
H -0.771473 -1.096397 0.759504 -0.8 -1.6 1.7
H -1.975449 1.489059 1.344072 0.3 -0.2 -0.1
H 0.496379 -1.014874 -1.164682 -0.3 0.2 -0.8
H 0.956063 -2.567792 -0.977878 0.8 0.3 -0.1
H 1.610724 -1.638938 0.385108 -0.7 0.5 -0.9
H 2.239439 -1.228183 -1.248373 -0.3 -0.6 0.0
H -1.388003 2.417834 0.133115 -0.2 -0.1 0.1
H -2.419096 1.202781 -0.186315 -0.3 0.1 0.0
N 2.959379 3.328876 4.697435 -0.2 -0.2 -1.2
C 2.749247 3.129142 3.570945 -0.2 -0.3 -0.1
C 2.474232 2.854414 2.169289 -1.8 -1.9 3.0
C 3.176889 3.539909 1.157000 1.4 1.4 -2.0
C 2.859209 3.226319 -0.160479 0.3 0.2 -0.9
C 1.888360 2.303393 -0.441077 1.3 1.4 -3.4
N 1.213149 1.635462 0.534453 -1.0 -1.7 4.1
C 1.527071 1.892876 1.835631 0.3 0.4 0.3
H 3.936670 4.256863 1.415165 0.0 0.1 0.0
H 3.381571 3.716573 -0.999738 -0.4 -0.3 0.6
H 1.580443 2.000955 -1.458497 0.5 0.5 0.5
H 0.984387 1.295113 2.574787 0.4 0.4 -0.1
```
Positions in Å, forces in eV/Å.

Total charge ... +1
E_HOMO (spin up / spin down) ... -9.9 / -13.2 eV
Energy above the lowest of the compared OMol25 structures with the same formula, charge and spin ... 0.0 kJ/mol
Spin multiplicity ... 6
Molecular weight ... 330.41 g mol⁻¹
Calculated total energy ... -14747.375 eV